Entry 1:
The molecule C7H10 in a non-equilibrium geometry, computed with ωB97M-V/def2-TZVPD.

Last column: Mulliken charge in e.
Atoms and positions in Å:
C: 1.516 0.779 0.088  -1.249
C: 0.010 0.930 -0.025  -0.151
C: -0.413 0.653 -1.745  -0.950
C: -1.016 0.018 -0.573  0.299
C: -0.822 -1.386 -0.079  -0.680
C: -0.363 -1.121 1.287  -0.421
C: -0.077 -1.006 2.447  0.007
H: 1.877 1.691 -0.395  0.347
H: 1.954 0.755 1.097  0.376
H: 1.899 -0.081 -0.466  0.282
H: -0.354 1.657 0.724  0.363
H: -1.006 1.277 -2.425  0.281
H: 0.365 0.096 -2.289  0.250
H: -1.997 0.448 -0.377  0.274
H: -0.051 -1.914 -0.651  0.234
H: -1.733 -1.988 -0.069  0.311
H: 0.208 -0.810 3.451  0.425

SMILES   C#CC[C@@H]1C[C@@H]1C
LUMO   0.0409 Eh
Net charge   0
ΔE to the lowest compared entry with this formula, charge and spin   4.347 eV
Electronic energy   -7416.688 eV
Max |F|   2.47 eV/A

Entry 2:
A cluster of 6 separate species, H13NO5 in total, computed with ωB97M-V/def2-TZVPD.

Last column: Mulliken charge in e.
Atoms and positions in Å:
N: 0.492 1.044 -1.608  -0.743
H: -0.285 0.419 -1.393  0.186
H: 0.625 0.853 -2.606  0.257
H: 0.056 1.959 -1.536  0.275
H: -0.343 -1.816 -0.388  0.346
H: -1.019 -2.713 -1.444  0.287
O: -0.844 -1.800 -1.219  -0.635
H: 1.568 -2.050 1.732  0.294
H: 1.619 -0.859 0.736  0.412
O: 1.028 -1.596 1.088  -0.723
H: 2.036 0.714 -0.645  0.467
H: 2.800 0.958 0.689  0.336
O: 2.649 0.299 0.013  -0.784
H: -1.738 1.531 0.887  0.372
H: -2.682 2.257 -0.044  0.309
O: -1.912 2.396 0.502  -0.635
H: -0.637 -0.684 1.479  0.356
H: -2.019 -0.789 2.007  0.324
O: -1.394 -0.124 1.750  -0.701

SMILES   N.O.O.O.O.O
LUMO   0.0210 Eh
Net charge   0
ΔE to the lowest compared entry with this formula, charge and spin   0.234 eV
Electronic energy   -11939.641 eV
Max |F|   0.99 eV/A

Entry 3:
A cluster of 4 separate species, CH10O3 in total in a non-equilibrium geometry, computed with ωB97M-V/def2-TZVPD.

Last column: Mulliken charge in e.
Atoms and positions in Å:
C: -1.277 -0.410 3.162  -0.915
H: -2.282 -0.775 2.904  0.241
H: -1.224 0.562 2.698  0.225
H: -0.656 -1.125 2.611  0.217
H: -1.035 -0.373 4.227  0.233
H: -0.942 2.814 -2.759  0.301
H: -0.660 1.832 -1.651  0.373
O: -1.224 2.594 -1.867  -0.651
H: 1.137 0.790 -0.094  0.321
H: 1.517 1.757 -1.063  0.335
O: 0.862 1.052 -0.982  -0.679
H: 2.582 -3.264 -2.469  0.319
H: 1.579 -2.277 -2.177  0.308
O: 1.623 -3.177 -2.540  -0.629

SMILES   C.O.O.O
LUMO   0.0077 Eh
Net charge   0
ΔE to the lowest compared entry with this formula, charge and spin   0.705 eV
Electronic energy   -7341.352 eV
Max |F|   1.33 eV/A

Entry 4:
A cluster of 2 separate species, C3H4NO2 in total in a non-equilibrium geometry, computed with ωB97M-V/def2-TZVPD.

Last column: Mulliken charge in e.
Atoms and positions in Å:
C: 0.211 -0.450 1.703  0.163
C: -0.870 1.115 -0.597  0.691
C: 0.836 -0.422 -0.743  -0.924
N: -0.405 0.045 -1.152  -0.049
O: -1.226 2.183 -0.380  -0.152
O: -0.627 0.333 1.604  -0.262
H: 0.545 -1.132 2.550  0.335
H: 1.521 0.308 -0.461  0.487
H: 0.998 -1.469 -0.790  0.418
H: -0.982 -0.511 -1.734  0.294

LUMO (spin up / spin down)   -0.1984 / -0.1916 Eh
Net charge   +1
ΔE to the lowest compared entry with this formula, charge and spin   4.015 eV
Electronic energy   -8748.973 eV
Max |F|   2.38 eV/A

Which value of ΔE to the lowest compared entry with this formula, charge and spin does entry 1 give?
4.347 eV

Number 4 is which compound?
C3H4NO2

Which of these has the highest ΔE to the lowest compared entry with this formula, charge and spin?
C7H10

What is the formula in the second record?
H13NO5